Version A
Formula: C4H14NO3
Source: OMol25
Level of theory: wB97M-V/def2-TZVPD

Last column: Löwdin spin population.
Element x y z (Å)
C -0.288 1.704 1.013  0.01
N -1.044 0.475 1.110  0.08
C 0.989 -0.842 1.479  0.01
C -0.388 -0.761 0.876  0.10
C -0.276 -1.073 -0.686  0.11
O -1.478 -1.236 -1.249  0.63
H 0.438 1.775 1.825  0.00
H 0.349 1.787 0.116  0.00
H -1.002 2.518 1.106  0.00
H -1.904 0.550 0.565  0.01
H 1.467 -1.800 1.338  0.00
H 0.932 -0.688 2.558  0.00
H 1.633 -0.038 1.123  0.00
H -1.032 -1.561 1.243  0.00
H 0.261 -2.026 -0.814  0.02
H 0.377 -0.373 -1.226  0.01
H 2.743 0.219 -2.157  0.00
H 2.434 -0.661 -0.982  0.00
O 3.147 -0.485 -1.623  0.00
H -2.440 1.350 -2.489  0.00
H -2.200 0.170 -1.486  0.00
O -2.719 0.998 -1.640  0.00

Properties
- E_LUMO (alpha / beta) (eV) = 0.55 / -2.47
- ⟨S²⟩ = 0.757
- total charge = 0
- 2S+1 = 2
- highest occupied orbital energy (alpha / beta) (eV) = -9.4 / -9.3



Version B
Formula: C4H14NO3
Source: OMol25
Level of theory: wB97M-V/def2-TZVPD

Last column: Löwdin spin population.
Element x y z (Å)
C -1.822 -2.313 -0.581  0.00
N -0.599 -1.946 0.209  0.00
C 0.188 -0.885 -0.464  0.00
C 1.428 -0.536 0.424  0.00
C 1.232 0.008 1.841  0.09
O 0.185 0.927 1.930  0.76
H -1.898 -1.618 -1.399  0.00
H -2.732 -2.323 0.098  0.00
H -1.780 -3.406 -0.821  0.00
H -0.930 -1.722 1.134  0.00
H -0.424 -0.043 -0.748  0.00
H 0.435 -1.228 -1.493  0.00
H 2.065 -1.418 0.415  0.00
H 1.826 0.252 -0.211  0.00
H 0.933 -0.851 2.438  0.04
H 2.047 0.557 2.326  0.04
H 0.771 2.992 0.384  0.00
H 0.268 1.625 0.807  0.01
O 0.267 2.314 -0.089  0.06
H -0.677 3.005 -1.307  0.00
H 0.001 3.189 -2.700  0.00
O -0.782 3.419 -2.191  0.01

Properties
- E_LUMO (alpha / beta) (eV) = 0.57 / -3.26
- ⟨S²⟩ = 0.754
- total charge = 0
- 2S+1 = 2
- highest occupied orbital energy (alpha / beta) (eV) = -9.0 / -8.9



Of them, version A has the highest stability.



Version A
Formula: C4H10NS
Source: OMol25
Level of theory: wB97M-V/def2-TZVPD

Last column: natural (NBO) charge in e.
Element x y z (Å)
C 1.758 -0.690 0.045  -0.30
C 0.580 -1.007 -0.691  0.03
C -1.650 1.198 0.395  -0.67
C -0.220 0.769 0.890  -0.25
N 0.741 0.328 -0.102  -0.41
S 0.411 -0.983 -2.457  0.18
H 1.813 -1.060 1.113  0.26
H 2.794 -0.432 -0.221  0.27
H -1.444 -1.952 0.639  0.05
H -2.438 0.400 0.627  0.24
H -2.219 2.044 0.834  0.27
H -1.720 1.132 -0.753  0.23
H -0.362 -0.175 1.490  0.23
H 0.156 1.643 1.558  0.26
H 1.108 1.026 -0.753  0.44
H 0.692 -2.240 -2.613  0.16

Properties
- E_LUMO (alpha / beta) (eV) = -6.13 / -4.51
- total charge = +1
- highest occupied orbital energy (alpha / beta) (eV) = -14.4 / -13.9



Version B
Formula: C4H10NS
Source: OMol25
Level of theory: wB97M-V/def2-TZVPD

Last column: natural (NBO) charge in e.
Element x y z (Å)
C 1.961 -0.891 -0.388  -0.63
C 1.837 0.669 -0.019  -0.26
C -0.493 0.236 -0.519  -0.20
C -2.936 -0.764 -0.316  -0.71
N 0.568 1.260 -0.521  -0.63
S -1.910 0.714 0.087  0.52
H 1.958 -1.051 -1.492  0.23
H 2.947 -1.297 -0.125  0.25
H 1.810 0.658 1.078  0.23
H 2.832 1.136 -0.374  0.26
H 1.040 -1.482 0.142  0.25
H -3.641 -0.960 0.547  0.26
H -2.155 -1.466 -0.599  0.27
H -3.587 -0.508 -1.152  0.26
H 0.263 1.883 0.262  0.43
H 0.828 1.984 -1.318  0.50

Properties
- E_LUMO (eV) = -4.97
- total charge = +1
- highest occupied orbital energy (eV) = -13.4



Of them, version B has the highest stability.



Version A
Formula: C3H7NOS
Source: OMol25
Level of theory: wB97M-V/def2-TZVPD

Last column: natural (NBO) charge in e.
Element x y z (Å)
C -0.595 -0.017 0.477  0.40
C -0.211 0.654 -1.703  -0.59
C 0.421 0.049 -0.513  -0.52
N -1.558 0.135 1.086  -0.47
O 1.002 0.123 2.075  -0.97
S 0.077 0.483 3.213  0.80
H 0.681 0.848 -2.351  0.22
H -0.665 1.672 -1.554  0.22
H -1.010 -0.081 -2.031  0.22
H 1.310 0.691 -0.194  0.27
H 0.616 -0.937 -0.783  0.24
H -1.200 0.011 2.712  0.15
H 0.043 -0.631 4.214  0.04

Properties
- E_LUMO (eV) = 0.68
- total charge = 0
- highest occupied orbital energy (eV) = -9.6



Version B
Formula: C3H7NOS
Source: OMol25
Level of theory: wB97M-V/def2-TZVPD

Last column: natural (NBO) charge in e.
Element x y z (Å)
C 0.290 0.817 -0.189  -0.09
C 1.301 1.622 -0.185  -0.30
S -2.861 -0.156 0.099  -0.44
C 0.483 -0.721 -0.347  0.19
N 0.126 -1.509 0.842  -0.73
O 1.619 -0.761 -0.994  -0.46
H -0.623 1.174 0.094  0.22
H -0.392 -0.816 -1.014  0.30
H 2.194 1.269 -0.614  0.22
H 1.503 2.415 0.385  0.21
H -3.445 0.870 0.611  0.11
H 0.626 -2.402 0.689  0.38
H -0.821 -1.802 0.623  0.38

Properties
- E_LUMO (eV) = -4.15
- total charge = 0
- highest occupied orbital energy (eV) = -8.6



Version C
Formula: C3H7NOS
Source: OMol25
Level of theory: wB97M-V/def2-TZVPD

Last column: natural (NBO) charge in e.
Element x y z (Å)
O 0.474 3.045 1.613  -0.56
C 0.534 1.980 1.019  0.54
N -0.295 1.339 0.061  -0.66
C 0.241 0.161 -0.522  -0.23
C -0.494 -1.159 -0.039  -0.51
S 0.497 -2.604 -0.799  -0.08
H 1.338 1.317 1.278  0.10
H -1.322 1.369 -0.086  0.41
H 0.250 0.258 -1.689  0.21
H 1.329 0.051 -0.217  0.20
H -0.502 -1.271 1.116  0.23
H -1.459 -1.154 -0.597  0.22
H -0.592 -3.331 -1.138  0.13

Properties
- E_LUMO (eV) = 0.68
- total charge = 0
- highest occupied orbital energy (eV) = -9.5



Version D
Formula: C3H7NOS
Source: OMol25
Level of theory: wB97M-V/def2-TZVPD

Last column: natural (NBO) charge in e.
Element x y z (Å)
O 1.369 1.327 0.134  -0.72
C -0.091 1.368 0.377  -0.06
C -0.766 -0.025 0.630  -0.51
C -0.740 -0.848 -0.737  0.09
N 0.010 -1.802 -1.066  -0.54
S 1.472 -2.246 -0.188  0.13
H 1.514 0.604 -0.690  0.47
H -0.331 2.072 1.217  0.20
H -0.657 1.598 -0.567  0.17
H -0.264 -0.785 1.338  0.24
H -1.823 0.313 0.852  0.24
H -1.436 -0.718 -1.511  0.19
H 1.741 -0.857 0.210  0.11

Properties
- E_LUMO (eV) = 0.53
- total charge = 0
- highest occupied orbital energy (eV) = -8.9



Of them, version C has the highest stability.



Version A
Formula: C3H7NOS
Source: OMol25
Level of theory: wB97M-V/def2-TZVPD

Last column: natural (NBO) charge in e.
Element x y z (Å)
N -0.620 1.340 -0.651  -0.82
C 0.081 0.071 -0.445  -0.19
C -0.547 -1.062 -1.256  0.44
O -0.606 -1.059 -2.449  -0.50
C 0.319 -0.265 1.010  -0.52
S 1.589 0.736 1.848  -0.03
H -1.470 1.126 -1.152  0.37
H -0.068 2.024 -1.140  0.38
H 1.085 0.109 -0.902  0.21
H -0.988 -1.845 -0.643  0.10
H -0.633 -0.059 1.508  0.22
H 0.551 -1.301 1.239  0.22
H 1.308 0.185 3.033  0.12

Properties
- E_LUMO (eV) = 0.61
- total charge = 0
- highest occupied orbital energy (eV) = -9.2



Version B
Formula: C3H7NOS
Source: OMol25
Level of theory: wB97M-V/def2-TZVPD

Last column: natural (NBO) charge in e.
Element x y z (Å)
C 0.718 0.074 0.450  -0.08
C -0.812 -0.168 0.429  -0.42
C 0.112 -0.624 -0.698  0.06
H 0.556 2.179 -0.348  0.39
H 2.119 1.133 -0.315  0.36
H 1.226 -0.501 1.141  0.21
H -1.450 0.671 0.267  0.22
H -1.517 -0.645 2.496  0.12
H 0.013 -1.684 -0.897  0.18
H -0.510 -0.684 -2.488  0.47
N 1.178 1.489 0.353  -0.81
O 0.105 0.112 -1.809  -0.66
S -1.738 -1.353 1.417  -0.02

Properties
- E_LUMO (eV) = 0.19
- total charge = 0
- highest occupied orbital energy (eV) = -8.9



Of them, version A has the highest stability.



Version A
Formula: C3H7NOS
Source: OMol25
Level of theory: wB97M-V/def2-TZVPD

Last column: natural (NBO) charge in e.
Element x y z (Å)
C -1.155 -0.228 -0.066  -0.49
C -0.880 1.239 0.219  -0.22
C 0.055 -0.989 0.492  -0.61
N 1.133 1.393 0.012  -0.92
O 2.786 -0.537 0.034  -0.92
S 1.397 -0.081 -0.344  1.71
H -2.077 -0.572 0.399  0.24
H -1.259 -0.328 -1.290  0.22
H -0.933 2.017 -0.575  0.25
H -0.669 1.465 1.317  0.24
H 0.339 -0.916 1.532  0.26
H -0.020 -2.052 0.122  0.24
H 1.284 -0.411 -1.853  -0.02

Properties
- E_LUMO (eV) = 0.37
- total charge = 0
- highest occupied orbital energy (eV) = -9.2



Version B
Formula: C3H7NOS
Source: OMol25
Level of theory: wB97M-V/def2-TZVPD

Last column: natural (NBO) charge in e.
Element x y z (Å)
C 0.740 -1.023 -0.396  0.60
C 2.426 -0.102 0.819  -0.30
C -2.865 0.828 0.036  -0.79
N 1.118 -0.750 -1.539  -0.77
O 1.261 -0.929 0.741  -0.50
S -2.489 -0.824 0.659  0.06
H 3.067 -0.502 -0.025  0.21
H 2.854 -0.349 1.901  0.21
H 2.132 1.008 0.625  0.20
H -3.046 1.497 0.791  0.21
H -3.742 0.695 -0.685  0.23
H -1.898 1.213 -0.641  0.24
H 0.440 -0.760 -2.287  0.39

Properties
- E_LUMO (alpha / beta) (eV) = 0.01 / -1.51
- total charge = 0
- highest occupied orbital energy (alpha / beta) (eV) = -9.0 / -8.0



Version C
Formula: C3H7NOS
Source: OMol25
Level of theory: wB97M-V/def2-TZVPD

Last column: natural (NBO) charge in e.
Element x y z (Å)
N 0.367 1.741 -1.929  -0.91
S 0.789 1.356 -0.174  0.31
C -0.161 -0.174 0.151  0.10
O -1.505 0.119 -0.252  -0.73
C 0.355 -1.595 0.264  -0.42
C 0.049 -0.832 1.481  -0.45
H -0.442 2.381 -1.957  0.36
H 1.122 2.244 -2.270  0.36
H -2.022 0.610 0.354  0.48
H 1.454 -1.763 0.062  0.23
H -0.268 -2.385 0.091  0.22
H -0.721 -1.198 2.106  0.23
H 0.981 -0.504 2.072  0.22

Properties
- E_LUMO (eV) = 0.76
- total charge = 0
- highest occupied orbital energy (eV) = -8.7



Version D
Formula: C3H7NOS
Source: OMol25
Level of theory: wB97M-V/def2-TZVPD

Last column: natural (NBO) charge in e.
Element x y z (Å)
C 1.263 1.255 0.276  -0.78
S 1.789 -0.392 -0.111  0.22
C 0.266 -1.300 -0.460  -0.61
C -0.819 -1.035 0.557  0.04
N -1.680 -0.123 0.537  -0.12
O -1.671 0.546 -0.712  -0.59
H 0.585 1.578 -0.524  0.23
H 0.785 1.361 1.246  0.22
H 2.126 1.925 0.259  0.24
H 0.575 -2.337 -0.430  0.24
H -0.005 -1.050 -1.508  0.24
H -0.855 -1.637 1.443  0.20
H -2.359 1.210 -0.573  0.48

Properties
- E_LUMO (eV) = 0.86
- total charge = 0
- highest occupied orbital energy (eV) = -8.6



Of them, version D has the highest stability.



Version A
Formula: C3H7NOS
Source: OMol25
Level of theory: wB97M-V/def2-TZVPD

Last column: natural (NBO) charge in e.
Element x y z (Å)
C 1.783 -2.026 0.869  -0.15
N 1.154 -0.933 1.053  -0.12
O 0.059 -0.791 0.173  -0.40
C -0.557 0.392 0.418  -0.08
C -1.296 0.922 -0.792  -0.55
S -0.230 1.642 -2.046  -0.05
H 2.532 -2.373 1.598  0.21
H 1.440 -2.612 -0.088  0.18
H -1.290 0.141 1.120  0.17
H 0.110 1.132 0.960  0.19
H -1.791 0.065 -1.205  0.23
H -2.085 1.644 -0.582  0.23
H 0.171 2.798 -1.479  0.12

Properties
- E_LUMO (eV) = 1.00
- total charge = 0
- highest occupied orbital energy (eV) = -9.0



Version B
Formula: C3H7NOS
Source: OMol25
Level of theory: wB97M-V/def2-TZVPD

Last column: natural (NBO) charge in e.
Element x y z (Å)
C 1.841 0.373 -1.902  -0.08
N 1.005 0.610 -0.961  -0.55
S -0.458 -0.303 -0.953  0.35
C -1.204 0.399 0.540  -0.22
O -1.026 -0.396 1.659  -0.53
C 0.252 -0.365 2.226  -0.26
H 1.821 -0.533 -2.458  0.15
H 2.565 1.133 -2.203  0.18
H -0.706 1.394 0.672  0.20
H -2.289 0.507 0.362  0.22
H 0.275 -0.964 3.146  0.20
H 0.970 -0.911 1.576  0.18
H 0.535 0.674 2.415  0.17

Properties
- E_LUMO (eV) = 0.79
- total charge = 0
- highest occupied orbital energy (eV) = -8.8



Of them, version B has the highest stability.



Version A
Formula: C2HCl2O4S
Source: OMol25
Level of theory: wB97M-V/def2-TZVPD

Last column: natural (NBO) charge in e.
Element x y z (Å)
C -0.599 -0.985 1.958  0.63
C 0.121 -0.314 1.090  -0.63
O 0.726 -1.009 -1.741  -0.93
O -1.239 -1.765 2.569  -0.50
O 2.400 0.318 -0.564  -0.92
O 0.252 1.329 -1.212  -0.94
S 1.025 0.125 -0.914  2.43
Cl 0.816 1.192 1.631  -0.04
Cl -2.338 0.264 -1.458  -0.41
H -1.164 0.845 -1.359  0.32

Properties
- E_LUMO (eV) = 2.90
- total charge = -1
- highest occupied orbital energy (eV) = -5.0



Version B
Formula: C2HCl2O4S
Source: OMol25
Level of theory: wB97M-V/def2-TZVPD

Last column: natural (NBO) charge in e.
Element x y z (Å)
O 0.650 -2.258 -1.664  -0.51
C 0.100 -1.619 -0.801  0.48
Cl -1.481 -1.911 -0.171  -0.05
C 0.425 -0.320 -0.291  -0.63
Cl 2.036 0.305 -0.486  -0.01
S -0.504 0.794 -1.642  2.42
O -1.872 0.586 -1.246  -1.00
O 0.068 2.092 -1.384  -0.98
O -0.047 0.116 -2.821  -0.98
H -0.131 0.199 0.461  0.26

Properties
- E_LUMO (eV) = 3.47
- total charge = -1
- highest occupied orbital energy (eV) = -5.6



Of them, version B has the highest stability.